Record 1
Here is C19H36O2 in the gas phase from OMol25. Energies are from the ωB97M-V functional and the def2-TZVPD basis.

Calculated values
- SMILES: CCCCCCCC/C=C\CCCCCCCC(=O)OC
- Lowest unoccupied orbital energy: 0.0329 Eh
- DFT total energy: -24382.5999 eV
- 2S+1: 1
- HOMO energy: -9.15 eV

XYZ file:
```
57
C19H36O2 the ωB97M-V functional and the def2-TZVPD basis
H -0.45 0.05 2.40
H -2.35 4.72 -0.90
C 1.47 -3.90 -0.02
C 0.55 3.68 -1.89
C 2.79 0.29 1.22
H 2.20 1.60 -1.17
H -3.51 2.74 -0.17
C 3.07 1.78 1.47
H -2.81 -4.56 0.11
H 3.24 -0.30 2.01
C 2.58 2.60 -0.94
H 3.12 2.96 -1.82
H 2.14 -3.58 0.78
C 1.29 -0.03 1.15
H 0.98 0.77 3.13
H 3.83 1.89 2.24
H 0.38 -1.38 4.23
O 0.15 -3.71 0.48
C 0.62 -0.07 2.52
H -3.12 -0.05 -1.73
H 0.81 3.17 0.17
H -3.02 -2.66 -1.47
C -1.75 3.81 -0.83
H -1.23 3.89 -2.93
H -1.14 -1.27 -0.79
H 1.63 -3.30 -0.92
C -2.88 -2.46 -0.41
H 1.63 -4.95 -0.26
H -3.72 0.19 -0.09
H 1.79 4.52 -0.39
H -1.08 1.22 -1.21
C -2.07 -1.18 -0.23
H 1.15 -1.01 0.67
C 1.40 3.54 -0.67
C 3.58 2.52 0.22
H 3.27 -0.01 0.29
H -3.87 -2.33 0.05
H 1.11 3.71 -2.82
O -0.67 -4.23 -1.54
H -2.05 -3.49 1.31
H 4.48 2.02 -0.13
C -2.81 0.07 -0.69
H -1.24 3.83 0.14
C -1.94 1.31 -0.55
H -3.12 2.52 -1.88
H 1.95 -1.52 3.43
C -0.85 -3.91 -0.40
H -1.57 1.37 0.48
C -0.77 3.80 -1.96
H 0.80 0.71 0.52
C -2.19 -3.66 0.25
H 2.17 2.27 1.84
C -2.69 2.60 -0.88
H 3.86 3.54 0.51
H -1.80 -1.07 0.83
H 0.51 -2.22 2.68
C 0.88 -1.38 3.26
```


Record 2
Here is 2 unconnected molecules or ions with the total composition Cl3HN2 at a distorted geometry from OMol25. Energies are from the ωB97M-V functional and the def2-TZVPD basis.

Calculated values
- Lowest unoccupied orbital energy (alpha / beta): -0.0278 / -0.0706 Eh
- DFT total energy: -40558.0103 eV
- 2S+1: 1
- HOMO energy (alpha / beta): -9.85 / -9.83 eV

XYZ file:
```
6
Cl3HN2 the ωB97M-V functional and the def2-TZVPD basis
N -0.79 -2.11 -1.38
Cl 0.17 -2.64 -2.70
Cl -1.49 -3.41 -0.52
N -1.09 0.74 -2.18
H -1.61 -0.19 -2.20
Cl 0.09 0.78 -1.05
```


Record 3
Here is a molecular structure, C43H59ClN5O2P2S2SiTa from OMol25. Energies are from the ωB97M-V functional and the def2-TZVPD basis.

Calculated values
- Lowest unoccupied orbital energy: -0.2150 Eh
- DFT total energy: -119286.1612 eV
- 2S+1: 1
- Net charge: +2
- HOMO energy: -12.77 eV

XYZ file:
```
116
C43H59ClN5O2P2S2SiTa the ωB97M-V functional and the def2-TZVPD basis
H -0.72 2.56 1.36
H 0.92 -2.06 2.55
H -0.43 -4.51 1.27
H 5.14 5.22 -0.91
C 5.35 -3.26 1.23
N -2.04 0.94 -0.45
H -3.14 -1.72 2.42
H 5.40 1.18 0.53
H 4.99 0.79 -3.38
H -4.49 -0.66 2.86
C 3.33 -2.33 0.39
C 4.65 1.91 0.27
C 3.46 -0.65 -2.91
C 2.35 4.05 -0.24
H 1.54 -2.16 4.20
C -2.00 2.45 -0.38
Cl 1.59 -2.50 0.14
C 4.50 4.43 -0.52
C 2.80 -1.80 -3.35
C 3.93 1.52 -1.00
H -2.88 2.80 0.16
H -4.07 -3.78 -0.85
C 3.49 4.66 0.63
H 3.27 5.64 1.05
H 0.32 1.04 6.33
H -5.32 0.42 -3.68
H 0.26 2.70 3.60
C 5.39 -1.30 -0.16
C 4.76 -0.65 -4.94
H -4.02 1.08 4.77
C -1.62 -0.10 -2.69
H 0.59 -3.50 3.52
O -1.00 -1.65 -0.06
C -3.06 0.52 0.55
H -1.40 -1.02 -4.61
P -1.09 -0.37 3.51
C 3.96 -3.31 1.13
H -0.43 2.39 -2.30
H -3.97 -1.94 3.96
N 0.44 2.31 -0.35
N -0.55 -1.83 4.02
H -1.62 -3.55 2.15
S 0.12 -0.19 -2.40
H -3.11 -0.56 0.59
H 3.08 2.17 -2.81
H -2.45 0.94 5.59
C 3.73 2.24 1.52
S 1.68 0.48 1.69
Si -1.78 -3.14 -0.29
C -2.51 0.50 -1.79
Ta 0.08 -0.15 -0.03
C -0.61 2.22 4.05
C -0.74 2.90 0.32
C 0.43 2.77 -1.77
C 4.09 -1.78 -5.38
C -1.06 -2.45 5.24
C -4.28 0.25 -3.41
H -1.58 -4.79 -2.10
C 4.45 -0.08 -3.71
C -2.09 -0.55 -3.92
C 3.12 -2.36 -4.58
C 3.54 2.46 -1.87
C -3.60 -2.83 -0.57
H 1.30 2.39 -2.29
C 4.27 3.68 1.53
H -4.03 0.93 0.28
H 1.62 4.81 -0.49
H -1.23 -3.51 5.06
H -2.00 -2.00 5.55
C -1.46 -4.14 1.25
H 4.01 1.66 2.40
H 0.84 -0.45 5.54
N -0.33 0.82 4.34
H 5.87 -4.01 1.81
P 3.08 -0.07 -1.23
H -3.76 -2.13 -1.39
H -4.53 1.20 -1.52
H -0.87 2.75 4.97
C -3.62 -1.20 3.24
C 5.22 3.36 0.34
H -0.35 -2.36 6.07
H -4.13 -2.47 0.31
H -3.66 -0.35 5.74
N -2.69 -0.27 3.87
H 2.60 -3.26 -4.91
H 0.01 -4.19 -1.68
H 4.34 -2.23 -6.33
H -1.08 -3.19 -2.65
C 6.06 -2.26 0.57
H -0.68 4.00 0.32
H -2.12 -5.01 1.29
H 3.39 -4.10 1.61
C -3.23 0.39 5.06
C -1.03 -3.90 -1.82
H 7.14 -2.25 0.62
C 3.41 3.88 -1.45
H 1.60 1.08 5.10
H 5.95 -0.55 -0.70
C -3.42 -0.39 -4.28
H -3.77 -0.75 -5.23
C 1.70 2.80 0.27
H 0.42 3.86 -1.82
H 3.18 4.54 -2.28
H 6.30 3.43 0.41
H 2.03 -2.26 -2.74
C 0.70 -2.41 3.55
H 5.52 -0.20 -5.56
H 4.62 4.07 2.48
C 4.00 -1.30 -0.25
H -2.07 2.85 -1.38
O -0.91 -0.24 2.01
C -3.83 0.69 -2.17
H -2.79 0.91 1.52
C 2.32 2.01 1.14
H -1.46 2.30 3.37
C 0.66 0.61 5.38
```


Record 4
Here is C4H3FS in the gas phase at a distorted geometry from OMol25. Energies are from the ωB97M-V functional and the def2-TZVPD basis.

Calculated values
- SMILES: FCC#CC=S
- Lowest unoccupied orbital energy: -0.0423 Eh
- DFT total energy: -17746.3278 eV
- 2S+1: 1
- HOMO energy: -9.25 eV

XYZ file:
```
9
C4H3FS the ωB97M-V functional and the def2-TZVPD basis
C -0.33 -0.33 0.04
H -2.26 -0.68 0.81
H -2.02 -1.25 -0.88
C 2.17 0.57 0.24
S 3.51 -0.03 -0.48
C -1.80 -0.46 -0.13
C 0.81 0.01 0.13
H 2.22 1.42 0.87
F -2.31 0.74 -0.60
```


> Which value of 2S+1 does entry 4 give?

1


> Which of these has the highest DFT total energy?

C4H3FS